C57H36F5OP2PbS7 | the ωB97M-V functional and the def2-TZVPD basis

The geometry in XYZ format:
```
109
Properties=species:S:1:pos:R:3:forces:R:3
Pb 0.81640 -1.30523 -0.56836 -0.1 0.2 -0.4
O 0.84034 2.46661 -0.93602 -0.2 -0.1 -0.1
S 0.54802 2.11728 0.48828 -0.1 -0.1 -0.1
C -0.28220 3.60669 1.11851 -0.3 0.0 -0.1
C 0.37353 4.44363 1.98608 -0.1 -0.1 0.1
C -0.11922 5.70660 2.37615 0.1 0.1 0.1
C -1.29620 6.12462 1.85098 -0.1 0.0 0.0
C -2.04841 7.42113 2.02854 0.1 0.0 0.0
C -3.34216 7.24560 1.19708 0.0 0.0 0.0
C -3.21339 5.87818 0.57142 0.1 0.0 0.1
C -4.04459 5.20133 -0.26531 -0.2 0.1 -0.1
C -3.67325 3.90589 -0.65520 0.1 0.0 -0.1
C -2.51492 3.26593 -0.26213 0.3 0.2 0.0
P -2.38359 1.49586 -0.80505 0.3 -0.1 0.1
C -2.56772 1.64392 -2.63460 0.0 0.0 0.1
C -1.38273 1.87496 -3.33949 0.0 0.0 0.0
C -1.38836 1.96501 -4.72387 0.0 0.0 0.0
C -2.56715 1.78075 -5.43342 0.0 0.1 0.2
C -3.74603 1.54531 -4.74324 0.0 0.0 0.0
C -3.75244 1.49645 -3.35356 0.0 0.0 0.0
C -4.03050 0.93699 -0.21627 0.1 -0.1 0.1
C -4.55923 1.45173 0.96840 -0.1 0.0 0.0
C -5.71003 0.91907 1.52789 0.0 0.0 0.0
C -6.36738 -0.13103 0.90370 0.0 0.0 0.0
C -5.85076 -0.65465 -0.27126 0.0 0.0 -0.1
C -4.68404 -0.13708 -0.81651 0.0 -0.1 0.2
C -1.58866 3.97289 0.58972 0.0 0.1 0.0
C -2.01278 5.26772 0.98444 0.1 -0.2 0.0
C 2.13247 2.27957 1.32089 0.1 -0.3 0.2
C 2.97770 3.17458 0.71262 -0.1 0.0 0.0
C 4.24217 3.50988 1.22429 0.1 0.1 -0.1
C 4.62020 2.93918 2.39988 0.0 0.0 0.1
C 5.88263 3.10484 3.21040 0.0 0.0 0.0
C 5.70105 2.16428 4.42685 0.0 0.0 0.0
C 4.37203 1.48870 4.19392 0.0 0.1 -0.1
C 3.72793 0.51942 4.89592 0.0 -0.1 0.2
C 2.53789 -0.00256 4.35734 -0.1 0.1 0.1
C 1.95213 0.43106 3.18741 0.1 0.1 -0.1
P 0.55340 -0.60574 2.58149 -0.1 0.5 0.2
C -0.56654 -0.28456 4.01222 0.0 -0.2 0.0
C -1.12547 0.99039 4.10131 0.0 0.0 -0.1
C -1.94042 1.33807 5.16526 0.0 0.0 0.0
C -2.22088 0.40960 6.15901 0.0 0.0 0.0
C -1.66990 -0.85994 6.08119 0.0 0.0 0.0
C -0.84610 -1.20576 5.01715 0.0 0.0 0.0
C 1.11012 -2.32698 2.83799 0.0 0.0 -0.2
C 2.44211 -2.72649 2.89697 0.0 0.0 0.0
C 2.76749 -4.07618 2.87866 0.0 0.0 0.0
C 1.77217 -5.03533 2.78762 0.0 0.0 0.0
C 0.44178 -4.64584 2.70505 0.0 0.0 0.0
C 0.11355 -3.30159 2.71636 0.0 0.0 0.0
C 2.53871 1.54914 2.49294 0.2 0.0 0.0
C 3.77894 1.98837 3.01598 -0.1 0.0 0.0
H 1.32506 4.13643 2.39003 0.0 0.0 0.0
H 0.46077 6.32134 3.05370 0.0 0.0 0.0
H -1.45294 8.25994 1.66367 0.0 0.0 0.0
H -2.25944 7.61448 3.08131 0.0 0.0 0.0
H -3.43870 8.02088 0.43549 0.0 0.0 0.0
H -4.23386 7.30155 1.82405 0.0 0.0 0.0
H -4.97751 5.62416 -0.61889 0.0 0.0 0.0
H -4.35930 3.35858 -1.29059 0.0 0.0 0.0
H -0.45326 1.97122 -2.79028 0.0 0.0 0.0
H -0.45956 2.14189 -5.25199 0.0 0.0 0.0
H -2.56802 1.80289 -6.51454 0.0 0.0 0.0
H -4.66836 1.38648 -5.28836 0.0 0.0 0.0
H -4.68604 1.31766 -2.83676 0.0 0.0 0.0
H -4.07068 2.28398 1.45703 0.0 0.0 0.1
H -6.08555 1.31940 2.46172 0.0 0.0 0.0
H -7.27430 -0.53680 1.33442 0.0 0.0 0.0
H -6.34376 -1.47906 -0.76960 0.0 0.0 0.0
H -4.27543 -0.59020 -1.70601 0.1 -0.1 -0.1
H 2.62936 3.63040 -0.20647 0.0 0.0 0.0
H 4.87507 4.20818 0.69099 0.0 0.0 0.0
H 6.02185 4.14308 3.51606 0.0 0.0 0.0
H 6.75297 2.82364 2.61548 0.0 0.0 0.0
H 5.70044 2.71844 5.36735 0.0 0.0 0.0
H 6.50234 1.42674 4.48781 0.0 0.0 0.0
H 4.12629 0.11349 5.81806 0.0 0.0 0.0
H 2.06704 -0.82358 4.88554 0.0 0.0 0.0
H -0.91055 1.72635 3.33424 0.0 0.0 -0.1
H -2.36474 2.33384 5.21358 0.0 0.0 0.0
H -2.86474 0.67560 6.98802 0.0 0.0 0.0
H -1.87338 -1.58718 6.85767 0.0 0.0 0.0
H -0.41578 -2.19788 4.97653 0.0 0.0 0.0
H 3.23190 -1.98720 2.92124 0.0 0.0 0.0
H 3.80819 -4.37451 2.90664 0.0 0.0 0.0
H 2.03397 -6.08477 2.74395 0.0 0.0 0.0
H -0.33950 -5.38749 2.60015 0.0 0.0 0.0
H -0.92425 -2.99992 2.60636 0.0 0.0 0.0
F -3.83228 -2.29746 -6.37059 0.0 0.0 -0.1
C -3.26670 -2.49710 -5.17121 -0.2 -0.1 0.0
C -2.12761 -1.81571 -4.80926 0.1 0.2 -0.1
F -1.57921 -0.94396 -5.66340 0.1 -0.1 -0.1
C -1.56519 -2.01603 -3.56631 0.0 0.0 0.1
F -0.46955 -1.29119 -3.27846 0.2 0.0 0.0
C -2.08921 -2.89193 -2.61888 -0.1 0.0 0.1
S -1.42690 -3.14487 -1.03642 0.0 -0.2 0.2
C -3.24866 -3.56363 -3.02802 0.0 0.0 0.1
F -3.85057 -4.42483 -2.19550 0.0 0.0 0.0
C -3.82888 -3.37731 -4.26486 -0.1 0.0 0.0
F -4.95036 -4.03646 -4.59373 0.0 0.0 0.0
S 7.74216 -4.39684 0.09713 0.0 0.0 0.0
C 6.24812 -3.69914 -0.01210 -0.1 0.0 0.1
S 4.78775 -4.57973 -0.25576 0.0 0.0 -0.1
C 3.67788 -3.22401 -0.32622 0.0 0.0 0.0
C 4.23117 -2.00379 -0.14527 0.0 0.0 0.1
S 3.41174 -0.47702 -0.14121 0.2 0.0 0.1
S 5.96699 -2.00412 0.11676 0.0 0.0 0.0
S 2.00642 -3.59859 -0.64433 0.0 0.0 0.0
```
Positions in Å, forces in eV/Å.

Summary:
Spin multiplicity ... 1
E_LUMO ... 0.0648 Eh
Charge ... -1
Largest force on an atom ... 0.5 eV Å⁻¹
HOMO energy ... -4.44 eV
Electronic energy ... -6431.274722 a.u.
Relative energy (zero: lowest compared OMol25 entry of this formula, charge and spin) ... 0.176 eV

---

C57H39MoN8P2S2 | the ωB97M-V functional and the def2-TZVPD basis

The geometry in XYZ format:
```
109
Properties=species:S:1:pos:R:3:forces:R:3
Mo -0.26901 0.09705 -0.00226 -0.1 -0.1 0.2
C -1.22875 0.52410 6.27484 -0.1 0.1 0.0
C -0.33660 -0.53741 6.35268 0.1 -0.1 0.0
C 0.42802 -0.92555 5.24954 0.0 0.0 0.0
C 0.23206 -0.22030 4.08034 0.1 -0.1 -0.1
C 0.85409 -0.32830 2.76809 0.3 -0.4 0.0
N 0.31021 0.58685 1.90775 0.0 0.2 0.0
C -0.54145 1.39476 2.65375 -0.1 0.0 0.1
N -1.04880 2.52108 2.25775 0.1 0.1 -0.3
C -0.93640 2.93900 1.00831 -0.2 0.0 0.5
C -1.00721 4.33028 0.59907 0.0 0.0 0.1
C -1.16814 5.49289 1.31568 0.0 0.0 0.1
C -1.21962 6.68454 0.58070 0.0 0.0 0.1
C -1.11749 6.68334 -0.80051 0.0 0.0 -0.1
C -0.96557 5.49076 -1.52303 0.0 0.1 -0.1
C -0.91245 4.33078 -0.79144 -0.1 -0.3 -0.1
C -0.79924 2.93106 -1.19127 0.3 0.1 -0.3
N -0.66769 2.52680 -2.44233 -0.2 0.2 0.4
C -0.17720 1.36354 -2.75434 0.0 0.0 -0.1
N 0.45655 0.49054 -1.88473 0.0 0.1 0.0
C 1.10170 -0.44749 -2.65396 0.3 -0.3 0.0
N 2.06815 -1.22953 -2.21804 -0.2 0.2 -0.1
C 2.41204 -1.25643 -0.94771 0.1 0.0 -0.2
N 1.63662 -0.86718 0.11557 -0.1 -0.1 -0.1
C 2.32676 -1.20797 1.25360 0.1 0.0 0.3
N 1.86846 -1.12339 2.47936 -0.2 0.2 0.0
C 3.62995 -1.77070 0.91146 -0.2 0.1 0.1
C 4.66556 -2.22951 1.68915 0.1 -0.1 0.1
C 5.79349 -2.71747 1.01117 0.0 0.0 0.1
C 5.84961 -2.74110 -0.37226 0.0 0.0 -0.2
C 4.78042 -2.27885 -1.15467 0.1 -0.1 -0.1
C 3.68520 -1.79587 -0.47918 -0.2 0.1 -0.1
C 0.69469 -0.31878 -4.04546 0.0 -0.1 0.1
C 1.00002 -1.06007 -5.16537 0.1 -0.1 0.0
C 0.45050 -0.62598 -6.37545 0.0 -0.1 0.0
C -0.33752 0.51459 -6.44227 -0.1 0.1 0.0
C -0.61875 1.27855 -5.30290 0.0 0.1 -0.1
C -0.09762 0.82745 -4.11324 -0.1 0.1 0.1
N -0.77031 2.12360 -0.07187 -0.2 -0.1 -0.3
C -0.65821 0.85007 4.00623 -0.1 0.1 -0.2
C -1.39745 1.25458 5.09281 -0.1 0.1 0.1
H -1.79805 0.79810 7.15432 0.0 0.0 0.0
H -0.22515 -1.06612 7.29107 0.0 0.0 0.0
H 1.14278 -1.73599 5.31345 0.0 0.0 0.0
H -1.25484 5.49218 2.39471 0.0 0.0 0.0
H -1.34133 7.62565 1.10072 0.0 0.0 0.0
H -1.16144 7.62370 -1.33395 0.0 0.0 0.0
H -0.90477 5.49050 -2.60376 0.0 0.0 0.0
H 4.61916 -2.21978 2.77094 0.0 0.0 -0.1
H 6.63753 -3.08542 1.58066 0.0 0.0 0.0
H 6.73665 -3.12605 -0.85944 0.0 0.0 0.0
H 4.82034 -2.30525 -2.23626 0.0 0.0 0.0
H 1.63704 -1.93396 -5.11437 0.0 0.0 0.0
H 0.65215 -1.18109 -7.28220 0.0 0.0 0.0
H -0.73340 0.82585 -7.40073 0.0 0.0 0.0
H -1.20981 2.18416 -5.36143 0.0 0.0 0.0
H -2.07671 2.09623 5.03920 0.0 0.0 0.0
S -3.89674 2.75034 -0.89668 0.3 -0.1 0.1
P -4.17745 1.07882 0.04767 -0.2 0.3 -0.1
S -2.52284 -0.33285 0.36544 0.3 0.0 0.0
C -4.70280 1.26089 1.76015 0.1 -0.1 0.0
C -5.13476 0.14930 2.48442 -0.1 0.0 0.0
C -5.50707 0.29851 3.81024 0.0 0.0 0.0
C -5.44901 1.55066 4.41293 0.0 0.0 0.0
C -5.02108 2.65615 3.68991 0.0 0.0 0.0
C -4.64256 2.51363 2.36213 0.0 0.1 0.0
C -5.29619 -0.03808 -0.82727 0.0 -0.1 0.0
C -5.32716 -1.42063 -0.62452 -0.1 0.1 0.0
C -6.25946 -2.19655 -1.29327 0.0 0.0 0.0
C -7.17066 -1.60418 -2.15863 0.0 0.0 0.0
C -7.14765 -0.23185 -2.35813 0.0 0.0 0.0
C -6.21336 0.55334 -1.69831 0.0 0.0 0.0
H -5.21284 -0.82397 2.01364 0.0 0.0 0.0
H -5.86613 -0.55626 4.36834 0.0 0.0 0.0
H -5.76089 1.66680 5.44314 0.0 0.0 0.0
H -5.00862 3.63547 4.15110 0.0 0.0 0.0
H -4.33425 3.37587 1.78246 0.0 0.0 0.0
H -4.62727 -1.89813 0.04432 0.0 -0.1 0.0
H -6.28374 -3.26782 -1.13273 0.0 0.0 0.0
H -7.90496 -2.21223 -2.67141 0.0 0.0 0.0
H -7.86184 0.23288 -3.02496 0.0 0.0 0.0
H -6.19693 1.62300 -1.86141 0.0 0.0 0.0
C 0.62832 -3.60530 -0.33350 0.0 0.0 0.0
P -0.78371 -2.44747 -0.39259 0.1 0.0 0.0
C -1.47106 -2.65355 -2.06328 0.0 0.0 -0.1
C -2.24642 -1.65848 -2.66648 0.0 0.0 -0.1
C -2.77217 -1.84371 -3.93711 0.0 0.0 0.0
C -2.53345 -3.02561 -4.62363 0.0 0.0 0.0
C -1.76555 -4.02297 -4.03646 0.0 0.0 0.0
C -1.23980 -3.84222 -2.76547 0.1 0.1 0.0
C -1.89146 -3.24766 0.79285 0.0 0.0 0.0
C -1.58334 -3.16147 2.14964 -0.1 0.0 0.0
C -2.36336 -3.82353 3.08284 0.0 0.0 0.0
C -3.45294 -4.57947 2.66398 0.0 0.0 0.0
C -3.75533 -4.67543 1.31402 0.0 0.0 0.0
C -2.97424 -4.01316 0.37438 0.0 0.0 -0.1
H 0.24034 -4.62114 -0.36868 -0.1 0.0 0.0
H 1.14673 -3.50356 0.61987 0.0 0.0 0.0
H 1.32114 -3.47028 -1.16250 0.0 0.0 0.0
H -2.46823 -0.73835 -2.14597 0.0 0.0 0.0
H -3.37822 -1.06323 -4.38289 0.0 0.0 0.0
H -2.95035 -3.17567 -5.61200 0.0 0.0 0.0
H -1.58140 -4.94982 -4.56486 0.0 0.0 0.0
H -0.65160 -4.63926 -2.33172 0.0 0.0 0.0
H -0.73598 -2.57290 2.48351 0.0 0.0 0.0
H -2.12358 -3.75790 4.13696 0.0 0.0 0.0
H -4.05873 -5.10384 3.39179 0.0 0.0 0.0
H -4.59625 -5.27514 0.98848 0.0 0.0 0.0
H -3.21164 -4.09723 -0.68011 0.0 0.0 0.0
```
Positions in Å, forces in eV/Å.

Summary:
Spin multiplicity ... 1
E_LUMO ... -0.3849 Eh
Charge ... +3
Largest force on an atom ... 0.5 eV Å⁻¹
HOMO energy ... -15.36 eV
Electronic energy ... -4180.172854 a.u.

---

C57H45N4O2P2S2SiSn | the ωB97M-V functional and the def2-TZVPD basis

The geometry in XYZ format:
```
114
Properties=species:S:1:pos:R:3:forces:R:3
Sn -0.65977 1.23603 0.59664 0.0 -0.1 -0.1
C -3.70722 3.14209 -1.53297 0.1 0.0 0.1
Si -2.36117 1.77418 -1.53783 -0.1 0.0 -0.2
C -3.35975 0.23214 -2.12788 0.0 0.0 0.2
C -4.41624 0.38300 -3.03488 0.0 0.0 0.0
C -5.08021 -0.70138 -3.57681 0.0 0.0 0.0
C -4.67397 -1.98907 -3.25149 0.0 0.0 0.0
C -3.64179 -2.16714 -2.35174 0.0 0.0 0.0
C -3.01814 -1.07111 -1.74890 0.1 0.0 0.0
P -1.70243 -1.28753 -0.48090 -0.1 -0.2 0.0
C -0.72296 -2.61609 -1.27190 0.0 0.0 0.0
C -0.32280 -2.42858 -2.59633 0.0 0.0 0.0
C 0.44060 -3.38500 -3.24112 0.0 0.0 0.0
C 0.82662 -4.53679 -2.56490 0.0 0.0 0.0
C 0.44504 -4.72087 -1.24543 0.0 0.0 0.0
C -0.33106 -3.76667 -0.59968 0.0 0.0 0.1
C -2.52603 -2.14278 0.92494 -0.1 -0.1 0.1
C -2.17728 -1.67661 2.32461 0.2 -0.1 -0.1
C -2.63874 -2.60089 3.49870 0.1 0.0 0.1
C -3.62615 -3.65138 3.15670 0.0 -0.1 -0.1
C -3.92880 -3.93033 1.89051 -0.1 0.1 0.1
C -3.33146 -3.19996 0.77398 0.1 0.1 0.0
C -1.32531 2.11105 -3.14941 0.0 0.1 0.2
C -1.97553 2.44651 -4.34243 0.0 0.0 0.0
C -1.28912 2.68161 -5.52030 0.0 0.0 0.0
C 0.09608 2.59252 -5.54060 0.0 0.0 0.0
C 0.77109 2.27253 -4.37830 0.0 0.0 0.0
C 0.07642 2.03617 -3.19096 0.0 -0.2 0.0
P 0.98496 1.64662 -1.64705 0.2 0.3 0.0
C 2.44369 0.66162 -2.12507 -0.1 -0.1 0.1
C 2.43213 -0.69113 -1.80205 0.0 0.0 0.0
C 3.50594 -1.50309 -2.13437 0.0 0.0 0.0
C 4.60896 -0.96138 -2.77599 0.0 0.0 0.0
C 4.64424 0.39604 -3.06903 0.0 0.0 0.0
C 3.57051 1.20630 -2.73814 -0.1 0.0 0.0
C 1.74255 3.26049 -1.22777 0.0 0.0 -0.1
C 2.68242 3.28929 -0.19733 0.1 0.0 0.1
C 3.21670 4.49358 0.22357 0.0 0.1 0.0
C 2.82337 5.68256 -0.37750 0.0 0.0 0.0
C 1.89603 5.65957 -1.40660 0.0 0.0 0.0
C 1.35628 4.45259 -1.83002 0.0 0.0 0.0
H -3.69595 3.75119 -2.43870 0.0 0.0 -0.1
H -3.58802 3.81479 -0.68494 0.0 0.0 0.0
H -4.69522 2.69268 -1.43498 -0.1 0.0 0.0
H -4.72225 1.37739 -3.33375 0.0 0.1 0.0
H -5.89781 -0.54743 -4.27000 0.0 0.0 0.0
H -5.15592 -2.84748 -3.70226 0.0 0.0 0.0
H -3.29502 -3.17085 -2.14297 0.0 0.0 0.0
H -0.61102 -1.52482 -3.12379 0.0 0.0 0.0
H 0.74383 -3.22748 -4.26825 0.0 0.0 0.0
H 1.42550 -5.28550 -3.06770 0.0 0.0 0.0
H 0.74991 -5.60660 -0.70301 0.0 0.0 0.0
H -0.61396 -3.91795 0.43333 0.0 0.0 0.0
H -0.47274 -0.76606 3.03788 0.1 0.0 0.1
H -1.21137 -2.39057 5.06107 0.0 0.1 0.0
H -4.05383 -4.22254 3.97071 0.0 -0.1 0.0
H -4.61608 -4.73367 1.65746 0.0 0.0 0.0
H -3.56317 -3.57071 -0.21422 0.0 0.0 0.0
H -3.05535 2.51296 -4.35447 -0.1 0.0 0.0
H -1.83150 2.92863 -6.42460 0.0 0.0 0.0
H 0.64582 2.77326 -6.45573 0.0 0.0 0.0
H 1.85129 2.20709 -4.39630 0.0 0.0 0.0
H 1.59502 -1.10020 -1.25260 0.0 0.0 0.0
H 3.48295 -2.55267 -1.87287 0.0 0.0 0.0
H 5.45177 -1.59020 -3.03187 0.0 0.0 0.0
H 5.51549 0.82697 -3.54583 0.0 0.0 0.0
H 3.62094 2.27064 -2.93445 0.0 0.0 0.0
H 2.96389 2.36248 0.28736 0.0 0.0 0.0
H 3.92760 4.50506 1.03943 0.0 0.0 0.0
H 3.23709 6.62451 -0.04051 0.0 0.0 0.0
H 1.58254 6.58302 -1.87661 0.0 0.0 0.0
H 0.62208 4.44326 -2.62430 0.0 0.0 -0.1
O 1.62962 -0.91970 4.68390 0.1 0.1 0.2
C 2.62482 -1.43229 3.91329 -0.1 -0.1 0.0
C 3.30143 -2.58262 4.31204 0.0 0.0 0.1
C 4.26098 -3.15975 3.50250 0.0 0.0 0.0
C 4.54925 -2.60211 2.26459 0.0 0.0 0.0
C 3.86706 -1.46543 1.86887 0.0 0.0 0.0
C 2.92035 -0.84652 2.68257 0.1 0.0 -0.1
C 2.25430 0.37326 2.13295 0.0 -0.1 0.2
O 2.15383 0.47086 0.89366 -0.1 -0.2 -0.1
N 1.88337 1.31123 3.03077 0.0 -0.1 0.0
N 1.12072 2.20958 2.41621 0.2 0.5 -0.3
C 0.90702 3.35911 2.94246 0.0 -0.1 0.2
C 0.08472 4.30581 2.20973 0.0 0.1 0.0
C -0.09380 5.60678 2.69832 0.0 0.0 0.0
C -0.78265 6.53003 1.94437 0.0 0.0 0.0
C -1.29506 6.14676 0.71083 0.0 0.0 0.0
C -1.11161 4.83323 0.31951 -0.1 0.1 0.0
N -0.45939 3.92860 1.03874 0.1 -0.1 0.0
H 1.49107 -1.51542 5.43022 -0.1 0.0 -0.1
H 3.04300 -3.04194 5.26008 0.0 0.0 0.0
H 4.76298 -4.06069 3.83050 0.0 0.0 0.0
H 5.28256 -3.05721 1.61220 0.0 0.0 0.0
H 4.04892 -1.01617 0.90143 0.0 0.0 0.0
H 1.37176 3.66341 3.88075 -0.1 0.0 0.0
H 0.32571 5.86861 3.66040 0.0 0.0 0.0
H -0.91699 7.54212 2.30655 0.0 0.0 0.0
H -1.82374 6.83973 0.07228 0.0 0.0 0.0
H -1.50574 4.48239 -0.62574 0.0 0.0 -0.1
S -3.29965 0.97636 2.14738 -0.2 -0.1 0.0
C -2.96519 -0.47245 2.81161 -0.1 0.2 0.1
N -0.69620 -1.56907 2.44987 -0.1 0.1 0.0
C -0.33789 -2.79880 3.10816 0.0 -0.2 -0.2
C 0.55603 -3.70235 2.62010 0.0 0.1 0.1
C 0.66199 -4.99472 3.15405 0.0 -0.1 0.0
C -0.29074 -5.36737 4.12384 0.1 0.0 0.0
C -1.24275 -4.52375 4.61987 -0.1 0.0 -0.1
C -1.31614 -3.09403 4.19889 -0.1 0.1 0.1
S -3.44597 -1.13372 4.32712 -0.1 0.0 -0.1
H 1.19457 -3.39036 1.80138 0.1 0.0 -0.1
H 1.42397 -5.68198 2.81811 0.0 0.0 0.0
H -0.26848 -6.38571 4.50148 0.0 0.0 0.0
H -1.95225 -4.88163 5.35770 0.0 0.0 0.1
```
Positions in Å, forces in eV/Å.

Summary:
Spin multiplicity ... 1
E_LUMO ... 0.0784 Eh
Charge ... -1
Largest force on an atom ... 0.6 eV Å⁻¹
HOMO energy ... -2.48 eV
Electronic energy ... -4551.451293 a.u.
Relative energy (zero: lowest compared OMol25 entry of this formula, charge and spin) ... 3.479 eV

---

The evaluated gap between HOMO and LUMO for the records listed, in turn: 6.204, 4.883, 4.611 eV.